1.
{
  "formula": "C51H38FeI2N4O3P2",
  "method": "ωB97M-V/def2-TZVPD",
  "elements": ["Fe", "O", "C", "O", "C", "C", "C", "C", "C", "C", "C", "C", "C", "N", "H", "H", "H", "H", "H", "H", "I", "C", "C", "C", "I", "C", "C", "C", "C", "N", "C", "C", "O", "H", "H", "H", "H", "C", "C", "P", "C", "C", "C", "C", "C", "C", "C", "C", "C", "C", "C", "C", "P", "C", "C", "C", "C", "C", "C", "C", "C", "C", "C", "C", "C", "H", "H", "H", "H", "H", "H", "H", "H", "H", "H", "H", "H", "H", "H", "H", "H", "H", "H", "H", "H", "H", "H", "H", "H", "N", "C", "C", "C", "C", "N", "C", "C", "H", "H", "H", "H"],
  "xyz": [[0.897678, 0.762540, 0.112381], [-1.682610, -0.291828, 3.025710], [-1.525330, -0.126611, 1.833693], [-0.403798, -0.177873, 1.199705], [-2.751004, 0.135031, 0.952675], [-4.028988, -0.004597, 1.541703], [-5.133657, 0.144786, 0.758348], [-4.971713, 0.449556, -0.612016], [-6.058510, 0.572362, -1.506454], [-5.847015, 0.883156, -2.820429], [-4.537110, 1.101351, -3.293763], [-3.465771, 0.978444, -2.454140], [-3.650246, 0.630140, -1.095648], [-2.560826, 0.457184, -0.301501], [-4.079036, -0.234187, 2.595966], [-6.132456, 0.032508, 1.163529], [-7.062366, 0.408899, -1.132062], [-6.680881, 0.965364, -3.505322], [-4.380584, 1.356050, -4.334619], [-2.454325, 1.131788, -2.806523], [3.240994, 3.421320, 3.983450], [1.863841, 4.145859, 2.580435], [1.510116, 5.493104, 2.546368], [0.644624, 5.965786, 1.590571], [0.194506, 8.027096, 1.592122], [0.112752, 5.103981, 0.609224], [-0.763869, 5.484013, -0.430563], [-1.176646, 4.560139, -1.352133], [-0.720069, 3.240008, -1.249292], [0.082234, 2.845377, -0.286569], [0.490040, 3.736207, 0.649510], [1.361447, 3.208166, 1.671237], [1.672710, 1.968496, 1.677311], [1.932590, 6.165895, 3.280003], [-1.098513, 6.510792, -0.494388], [-1.840104, 4.837227, -2.159221], [-1.025274, 2.485494, -1.965998], [-0.399942, -2.482627, -2.039012], [0.060885, -2.858358, -0.614940], [1.695891, -3.751978, -0.578188], [1.983633, -3.894252, 1.231190], [2.764575, -4.950954, 1.705706], [3.168251, -4.992118, 3.030626], [2.802953, -3.976510, 3.904708], [2.036471, -2.917939, 3.443993], [1.638979, -2.872208, 2.115938], [1.059318, -5.423921, -1.003595], [0.331392, -6.213291, -0.114501], [-0.187829, -7.430126, -0.526625], [0.002177, -7.867015, -1.831400], [0.729725, -7.092119, -2.720899], [1.262926, -5.879898, -2.303715], [-0.090105, -0.720558, -2.565259], [1.692243, -0.600969, -3.050785], [2.262990, 0.666623, -2.972873], [3.534185, 0.908690, -3.478422], [4.252729, -0.124970, -4.050944], [3.684498, -1.390346, -4.153133], [2.406936, -1.621502, -3.675358], [-0.588606, -0.814176, -4.343273], [-0.320984, 0.307968, -5.130442], [-0.545162, 0.289641, -6.495579], [-1.057669, -0.852604, -7.097957], [-1.369612, -1.953926, -6.318726], [-1.144198, -1.935672, -4.947622], [-1.489294, -2.568560, -2.059831], [-0.002650, -3.186075, -2.774248], [-0.672462, -3.523085, -0.158688], [0.113363, -1.967542, 0.010821], [3.051951, -5.748316, 1.029661], [3.776374, -5.814419, 3.386271], [3.115057, -4.012104, 4.940262], [1.744652, -2.115999, 4.110493], [1.042155, -2.028192, 1.794694], [0.179430, -5.879163, 0.904455], [-0.748455, -8.039371, 0.171077], [-0.410946, -8.814748, -2.151788], [0.886379, -7.432237, -3.736628], [1.855691, -5.285399, -2.990604], [1.685854, 1.481137, -2.541552], [3.959033, 1.903303, -3.419017], [5.248162, 0.054464, -4.436707], [4.235411, -2.192972, -4.627110], [1.957054, -2.596610, -3.810274], [0.091524, 1.196599, -4.665052], [-0.310724, 1.163855, -7.089373], [-1.211089, -0.881405, -8.168736], [-1.785951, -2.842350, -6.776586], [-1.401965, -2.807554, -4.360839], [8.543456, 0.616422, 0.920049], [7.411368, 0.650278, 0.729299], [6.005817, 0.697829, 0.457898], [5.309981, 1.901785, 0.542165], [3.962583, 1.903063, 0.240887], [3.300476, 0.809226, -0.137969], [3.978598, -0.332041, -0.233807], [5.322430, -0.447392, 0.063707], [5.811704, 2.811710, 0.837039], [3.395323, 2.822991, 0.289416], [3.431398, -1.184817, -0.605340], [5.826495, -1.399736, -0.019251]],
  "atomic_forces_ev_per_a": [[-0.3, 1.2, 1.1], [0.1, -0.1, -0.1], [-0.4, 0.2, -0.1], [0.9, 0.0, -0.5], [0.1, 0.0, 0.0], [-0.1, 0.0, 0.0], [0.1, 0.0, 0.1], [0.2, 0.0, -0.1], [-0.1, 0.0, -0.1], [-0.1, 0.0, 0.1], [0.1, 0.0, 0.0], [0.0, 0.0, -0.1], [-0.4, 0.0, 0.1], [0.1, 0.0, 0.1], [0.0, 0.0, 0.0], [0.0, 0.0, 0.0], [0.0, 0.0, 0.0], [0.0, 0.0, 0.0], [0.0, 0.0, 0.0], [0.0, -0.1, 0.0], [-0.2, 0.2, -0.1], [0.2, -0.6, 0.0], [-0.1, 0.2, -0.1], [0.1, 0.5, 0.2], [0.0, -0.3, 0.0], [0.0, -0.3, -0.1], [0.0, -0.1, -0.1], [0.0, 0.1, 0.1], [0.0, -0.2, 0.0], [0.1, -0.6, -0.3], [0.1, 0.3, 0.1], [0.0, 0.2, 0.2], [-0.3, -0.5, -0.3], [0.0, 0.0, 0.0], [0.0, 0.0, 0.0], [0.0, 0.0, 0.0], [0.0, 0.0, 0.1], [0.2, 0.2, 0.2], [0.2, 0.1, -0.2], [-0.2, 0.1, 0.1], [0.2, 0.1, -0.1], [0.0, 0.0, 0.0], [0.0, 0.0, 0.0], [0.0, 0.0, 0.0], [0.1, 0.0, 0.1], [-0.1, 0.0, -0.1], [0.2, 0.1, 0.0], [0.0, 0.0, -0.1], [0.0, 0.0, 0.0], [0.0, 0.0, 0.0], [0.0, 0.0, 0.0], [0.0, 0.0, 0.0], [0.6, -0.5, -0.1], [-0.1, 0.0, 0.2], [-0.1, -0.1, 0.0], [0.0, 0.1, 0.0], [0.0, 0.0, 0.0], [0.0, -0.1, 0.0], [0.1, 0.0, 0.1], [-0.4, 0.2, 0.1], [-0.1, 0.0, 0.0], [0.0, 0.0, 0.0], [0.0, 0.0, 0.0], [0.0, 0.0, -0.1], [0.0, 0.0, 0.1], [0.0, 0.0, -0.2], [0.0, 0.0, -0.1], [-0.1, 0.1, 0.1], [0.0, 0.0, 0.0], [0.0, 0.0, 0.0], [0.0, 0.0, 0.0], [0.0, 0.0, 0.0], [0.0, 0.0, 0.0], [0.0, 0.0, 0.0], [0.0, 0.0, 0.0], [0.0, 0.0, 0.0], [0.0, 0.0, 0.0], [0.0, 0.0, 0.0], [0.0, 0.0, 0.0], [0.1, 0.0, 0.0], [0.0, 0.0, 0.0], [0.0, 0.0, 0.0], [0.0, 0.0, 0.0], [0.0, 0.0, 0.1], [0.0, 0.0, -0.1], [0.0, 0.0, 0.0], [0.0, 0.0, 0.0], [0.0, 0.0, 0.0], [0.0, 0.0, 0.0], [-0.1, 0.0, 0.0], [0.3, 0.0, 0.1], [-0.4, 0.0, -0.1], [0.2, -0.1, -0.1], [-0.1, 0.2, -0.1], [-0.5, -0.2, 0.0], [0.0, -0.1, -0.2], [0.2, 0.1, 0.0], [0.0, 0.0, 0.0], [0.1, -0.1, 0.1], [-0.1, -0.2, 0.0], [0.0, 0.0, 0.0]],
  "mulliken_charge": [2.43, -0.71, -0.16, -0.10, 0.58, -1.06, -0.84, 1.02, -0.75, -0.57, -0.85, 0.17, -0.12, 0.33, 0.57, 0.41, 0.40, 0.39, 0.45, -0.03, -0.01, -0.42, -0.35, -0.17, 0.04, 0.80, -0.81, -1.35, 0.12, 0.48, 0.34, -0.14, -0.73, 0.36, 0.18, 0.52, 0.25, -1.54, 0.88, 0.21, 0.51, -0.67, -0.60, -0.55, -0.74, -0.72, 0.36, -0.39, -0.66, -0.48, -0.61, -0.30, 1.13, 0.83, -0.43, -0.56, -0.84, -0.70, -0.51, 0.76, -0.61, -0.84, -0.54, -0.71, -0.56, 0.71, 0.35, 0.93, -1.76, 0.45, 0.40, 0.39, 0.51, 0.49, 0.41, 0.39, 0.39, 0.41, 0.34, 0.27, 0.48, 0.41, 0.46, 0.29, 0.32, 0.45, 0.40, 0.43, 0.39, -0.48, -0.21, 0.68, -0.98, -0.55, 0.71, -0.59, -0.98, 0.57, 0.55, 0.63, 0.58],
  "multiplicity": 5,
  "orbital_gap_ev": [6.86, 6.81],
  "s_squared": 6.01,
  "homo_ev": [-7.431, -7.433]
}

***

2.
{
  "formula": "C4H9NO2",
  "method": "ωB97M-V/def2-TZVPD",
  "elements": ["C", "C", "O", "C", "N", "C", "O", "H", "H", "H", "H", "H", "H", "H", "H", "H"],
  "xyz": [[-1.763304, -0.290999, -0.389527], [-0.326378, -0.722873, -0.321591], [0.414572, 0.011872, -1.373423], [0.319404, -0.561368, 1.103727], [1.589941, 0.058476, 0.797302], [1.341925, 1.281508, 0.181515], [0.358196, 1.964331, 0.414495], [-2.428811, -0.862743, 0.263046], [-2.089763, -0.390521, -1.425776], [-1.791241, 0.760554, -0.080519], [-0.130054, -1.749443, -0.634017], [0.033401, 0.872242, -1.630044], [-0.241402, 0.093508, 1.779393], [0.484026, -1.506255, 1.647314], [2.086644, -0.564969, 0.160674], [2.142851, 1.606677, -0.492566]],
  "atomic_forces_ev_per_a": [[-0.2, 0.0, -0.1], [0.0, 0.1, -0.6], [-0.5, -0.7, -0.1], [0.0, 0.1, -0.3], [0.3, 0.3, 0.2], [0.3, 0.4, 0.7], [0.7, 0.0, 0.1], [0.1, 0.0, -0.1], [-0.3, 0.0, 0.1], [-0.2, -0.2, -0.1], [-0.4, -0.1, 0.0], [-0.3, -0.7, 0.6], [0.0, -0.1, -0.4], [-0.1, 0.2, -0.6], [0.4, 0.5, 0.3], [0.2, 0.1, 0.1]],
  "mulliken_charge": [-1.36, 0.46, -0.66, -0.82, -0.41, 0.17, -0.52, 0.37, 0.35, 0.32, 0.37, 0.38, 0.32, 0.34, 0.31, 0.37],
  "smiles": "C[C@@H](O)CNC=O",
  "multiplicity": 1,
  "orbital_gap_ev": 10.56,
  "homo_ev": -9.664
}

***

3.
{
  "formula": "C4H4FNO2",
  "method": "ωB97M-V/def2-TZVPD",
  "elements": ["C", "C", "C", "C", "N", "O", "O", "F", "H", "H", "H", "H"],
  "xyz": [[0.520774, -1.525054, -0.727449], [-1.916168, 0.785823, 0.483523], [0.629895, -0.260691, -0.358849], [-0.741143, 0.505381, 0.988632], [1.654484, 0.711282, -0.478654], [1.523389, 1.618117, 0.289884], [2.604005, 0.587456, -1.203261], [-0.184899, 0.453608, 2.162921], [1.293520, -2.240355, -1.173767], [-0.350147, -2.136218, -0.585093], [-2.805654, 1.138130, 1.116289], [-2.228056, 0.362519, -0.514177]],
  "atomic_forces_ev_per_a": [[1.9, -1.3, -0.9], [-2.5, -0.4, 0.6], [-4.5, -0.2, 2.8], [3.0, -2.5, -4.1], [0.8, -0.3, 0.6], [-0.1, 1.9, 1.0], [0.5, -0.8, -1.3], [-0.5, 0.7, 0.1], [-0.5, 1.9, 0.2], [-0.7, 0.5, 0.6], [1.6, -0.4, -0.8], [0.9, 1.0, 1.0]],
  "mulliken_charge": [-0.62, -0.58, 0.05, 0.39, 0.96, -0.54, -0.58, -0.18, 0.26, 0.30, 0.28, 0.27],
  "multiplicity": 1,
  "orbital_gap_ev": 9.80,
  "homo_ev": -10.408
}

***

Going through the records in order, we get energy above the lowest of the compared OMol25 structures with the same formula, charge and spin values of 175.49, 172.42, 629.12 kJ/mol.